{"formula": "C5H6FN", "method": "the ωB97M-V functional and the def2-TZVPD basis", "species": ["F", "N", "C", "C", "C", "C", "C", "H", "H", "H", "H", "H", "H"], "positions_angstrom": [[3.21, 1.27, 0.19], [1.43, -1.71, 0.05], [0.20, 0.34, 0.23], [2.35, 0.36, -0.34], [2.45, -0.98, -0.26], [0.23, -1.08, 0.42], [-0.98, 1.15, -0.14], [-1.85, 0.42, -0.30], [3.40, -1.32, -0.57], [0.20, -1.21, 1.54], [-1.22, 1.95, 0.51], [-0.59, -1.49, -0.22], [-0.88, 1.68, -1.14]], "e_lumo_ev": [0.2, -0.8], "total_charge": 0, "homo_lumo_gap_ev": [8.5, 7.3]}